Record 1
Density functional theory data (ωB97M-V/def2-TZVPD) for a structure of composition C23H25ClN2O3.

Computed properties:
Total energy (Eh): -1686.143772
Highest occupied orbital energy (eV): -8.536

ORCA input file:
```
! wB97M-V def2-TZVPD RIJCOSX def2/J DEFGRID3
* xyz 0 1
O -3.55 0.32 -0.75
C -3.55 -0.17 0.34
N -4.60 -0.73 0.91
H -4.33 -1.20 1.85
C -5.85 -0.59 0.55
C -5.98 -2.16 0.01
C -5.92 -2.52 -1.29
C -6.35 -3.61 -1.95
C -6.54 -4.65 -1.05
C -6.56 -4.49 0.41
C -6.21 -3.25 0.61
Cl -6.18 -2.81 2.39
H -6.76 -5.15 1.23
H -6.75 -5.81 -1.42
H -6.38 -3.80 -2.97
H -5.77 -1.71 -2.09
H -6.51 -0.49 1.35
H -5.73 -0.10 -0.35
C -2.22 -0.18 0.92
C -1.91 -0.26 2.39
C -0.73 -0.09 2.97
C 0.59 -0.33 2.15
C 0.34 -0.29 0.73
C -0.82 -0.32 0.23
H -1.14 0.00 -1.05
O 1.27 -0.28 -0.06
C 2.68 -0.12 0.60
C 3.54 -0.65 -0.90
H 4.74 -0.75 -0.33
C 3.53 0.33 -1.82
N 3.85 1.73 -1.53
C 5.08 2.35 -1.72
O 5.88 1.56 -2.43
C 5.43 3.65 -1.05
C 6.86 4.10 -1.21
C 6.25 3.58 -0.12
H 6.53 2.90 0.46
H 6.17 4.22 0.83
H 7.55 3.38 -1.78
H 7.14 5.05 -1.60
H 4.62 4.16 -1.17
C 3.22 2.02 -0.41
H 2.08 2.23 -0.74
C 3.11 1.30 0.97
H 4.13 1.36 1.17
H 2.21 1.59 1.67
H 3.21 3.16 0.05
H 2.41 0.38 -2.12
H 4.16 0.17 -2.78
H 3.40 -1.60 -1.16
H 2.79 -0.83 1.22
H 1.33 -0.22 2.66
H -0.85 -0.18 4.01
H -2.88 -0.19 3.15
*
```



Record 2
Density functional theory data (ωB97M-V/def2-TZVPD) for a structure of composition C23H25FHgN4O6.

Computed properties:
Total energy (Eh): -1814.501989
Highest occupied orbital energy (eV): -12.656

ORCA input file:
```
! wB97M-V def2-TZVPD RIJCOSX def2/J DEFGRID3
* xyz 2 1
Hg -2.47 -2.58 -0.02
O -2.93 -4.46 0.41
C -3.96 -5.14 0.23
O -4.29 -2.44 -0.79
C -5.12 -3.33 -0.93
O -6.26 -3.12 -1.54
N -5.03 -4.64 -0.48
C -7.03 -4.36 -1.66
C -6.30 -5.36 -0.75
H -7.01 -4.64 -2.70
H -8.04 -4.15 -1.34
H -6.11 -6.30 -1.26
H -6.83 -5.54 0.17
C -4.08 -6.49 0.75
C -3.62 -6.82 1.97
H -4.57 -7.24 0.15
H -3.14 -6.09 2.61
H -3.73 -7.82 2.35
F 2.01 0.98 3.71
C 1.69 1.15 2.40
C 0.74 0.31 1.83
C 0.39 0.41 0.47
C -0.51 -0.51 -0.12
O -1.10 -1.32 0.60
C -0.68 -0.47 -1.54
C -0.08 0.59 -2.26
N 0.71 1.53 -1.67
C 1.30 2.66 -2.45
C 0.94 2.90 -3.94
C 0.21 3.64 -2.84
C 1.00 1.42 -0.32
C 1.91 2.31 0.30
C 2.30 2.17 1.64
N 3.32 3.02 2.17
C 3.45 4.42 1.77
C 4.80 4.61 1.07
N 5.90 4.15 1.94
C 5.72 2.73 2.30
C 4.38 2.50 3.02
C -1.34 -1.53 -2.37
O -1.18 -1.51 -3.68
O -1.93 -2.57 -1.86
H 0.30 -0.46 2.46
H -0.27 0.62 -3.31
H 2.41 2.73 -2.45
H 1.67 3.59 -4.41
H 0.87 1.91 -4.40
H -0.84 3.29 -2.75
H 0.52 4.70 -2.71
H 2.40 3.07 -0.28
H 3.42 5.05 2.68
H 2.63 4.75 1.11
H 4.81 4.04 0.12
H 4.94 5.69 0.83
H 6.81 4.26 1.44
H 5.93 4.73 2.82
H 6.56 2.39 2.95
H 5.75 2.11 1.37
H 4.38 3.05 3.99
H 4.28 1.42 3.22
*
```



Record 3
Density functional theory data (ωB97M-V/def2-TZVPD) for a structure of composition C23H25IN6NiO2Sb.

Computed properties:
Total energy (Eh): -3416.519542
Highest occupied orbital energy (alpha / beta) (eV): -11.157 / -11.161

ORCA input file:
```
! wB97M-V def2-TZVPD RIJCOSX def2/J DEFGRID3
* xyz 1 3
Ni 0.05 -0.07 0.21
C -3.25 -1.18 0.31
C -2.80 -0.62 -1.01
C -3.74 -0.30 -1.99
C -3.31 0.22 -3.20
C -1.96 0.42 -3.40
C -1.08 0.10 -2.38
N -1.49 -0.41 -1.20
Sb 1.03 0.42 -2.77
C 1.51 -1.53 -2.02
C 2.28 -2.34 -2.84
C 2.54 -3.64 -2.45
C 1.99 -4.08 -1.27
C 1.22 -3.22 -0.49
C 0.63 -3.77 0.78
N 1.00 -1.95 -0.84
C 1.77 1.45 -1.00
C 2.21 2.74 -1.15
C 2.99 3.29 -0.14
C 3.36 2.50 0.93
C 2.88 1.20 1.03
C 3.35 0.27 2.10
N 2.06 0.71 0.09
H -4.30 -1.45 0.27
H -3.11 -0.44 1.10
H -2.68 -2.08 0.54
H -4.79 -0.48 -1.80
H -4.03 0.48 -3.97
H -1.59 0.83 -4.33
H 2.67 -1.95 -3.77
H 3.14 -4.30 -3.07
H 2.14 -5.10 -0.94
H 0.70 -4.86 0.78
H -0.42 -3.51 0.87
H 1.18 -3.42 1.65
H 1.96 3.32 -2.04
H 3.34 4.31 -0.21
H 4.00 2.89 1.70
H 3.60 0.82 3.01
H 4.24 -0.25 1.75
H 2.57 -0.45 2.34
N -0.43 -1.10 1.96
C -0.84 -0.46 3.24
C -0.28 0.96 3.34
O -1.01 1.79 3.93
O 0.82 1.15 2.82
H -1.16 -1.77 1.72
H 0.40 -1.67 2.13
H -0.47 -1.05 4.08
H -1.93 -0.43 3.29
I -2.74 5.17 -1.68
C -2.11 3.70 -0.39
C -2.49 3.48 0.93
N -1.85 2.38 1.35
N -1.05 1.88 0.40
C -1.21 2.67 -0.66
H -3.14 4.03 1.58
H -1.69 2.17 2.38
H -0.70 2.51 -1.59
*
```



Record 4
Density functional theory data (ωB97M-V/def2-TZVPD) for the molecule C23H25N3O3S.

Computed properties:
Total energy (Eh): -1679.630073
Highest occupied orbital energy (eV): -9.023

ORCA input file:
```
! wB97M-V def2-TZVPD RIJCOSX def2/J DEFGRID3
* xyz 0 1
C 5.43 2.83 -1.17
C 4.52 1.91 -0.37
C 4.77 0.44 -0.68
C 3.78 -0.48 0.03
N 2.45 -0.30 -0.49
C 1.41 0.08 0.27
O 1.48 0.23 1.48
C 0.15 0.31 -0.48
C -0.02 0.91 -1.77
C 0.98 1.36 -2.76
S 1.73 -0.11 -3.61
C 0.27 -1.16 -3.64
C 0.22 -2.27 -2.82
C -0.94 -3.03 -2.79
C -2.03 -2.67 -3.57
C -1.95 -1.56 -4.40
C -0.80 -0.80 -4.44
N -1.29 0.99 -2.06
O -1.99 0.46 -1.04
C -1.15 0.06 -0.08
C -1.78 -0.61 1.10
O -2.86 -1.15 1.00
N -1.03 -0.56 2.21
C -1.50 -1.13 3.46
C -1.91 -0.04 4.42
C -1.16 0.26 5.54
C -1.55 1.28 6.39
C -2.69 2.01 6.13
C -3.45 1.72 5.00
C -3.06 0.70 4.16
H 5.23 3.87 -0.94
H 6.47 2.61 -0.95
H 5.27 2.68 -2.24
H 4.67 2.09 0.70
H 3.47 2.16 -0.58
H 5.78 0.17 -0.37
H 4.69 0.28 -1.76
H 3.75 -0.26 1.10
H 4.08 -1.53 -0.10
H 2.34 -0.42 -1.49
H 1.82 1.89 -2.30
H 0.50 1.98 -3.51
H 1.06 -2.53 -2.21
H -1.00 -3.89 -2.14
H -2.93 -3.25 -3.53
H -2.80 -1.28 -5.01
H -0.74 0.07 -5.08
H -0.12 -0.11 2.20
H -0.70 -1.73 3.90
H -2.35 -1.77 3.23
H -0.26 -0.30 5.75
H -0.95 1.51 7.27
H -3.00 2.81 6.79
H -4.35 2.28 4.79
H -3.65 0.46 3.28
*
```



Record 5
Density functional theory data (ωB97M-V/def2-TZVPD) for the molecule C23H25N3O4.

Computed properties:
Total energy (Eh): -1356.606161
Highest occupied orbital energy (eV): -8.539

ORCA input file:
```
! wB97M-V def2-TZVPD RIJCOSX def2/J DEFGRID3
* xyz 0 1
C -1.40 1.16 -5.28
O -1.15 -0.01 -4.55
C -2.00 -0.33 -3.53
C -3.13 0.39 -3.18
C -3.91 -0.06 -2.12
C -3.58 -1.19 -1.41
C -2.43 -1.91 -1.76
O -2.19 -3.02 -1.00
C -0.94 -3.66 -1.08
C 0.13 -2.87 -0.38
C 0.66 -1.63 -0.60
C 1.55 -1.45 0.49
C 2.33 -0.20 0.67
O 2.66 0.44 -0.32
N 2.61 0.22 1.92
C 2.22 -0.46 3.14
C 1.96 0.56 4.26
N 1.12 1.62 3.76
C 0.64 2.51 4.78
C 1.68 2.33 2.60
C 0.68 2.35 1.47
C 0.76 3.32 0.48
C -0.08 3.28 -0.62
C -1.02 2.26 -0.74
C -1.11 1.30 0.25
C -0.27 1.34 1.35
C 2.94 1.61 2.09
N 1.55 -2.51 1.27
O 0.67 -3.39 0.73
C -1.66 -1.48 -2.82
H -1.37 2.05 -4.64
H -2.36 1.12 -5.80
H -0.59 1.23 -6.01
H -3.42 1.28 -3.71
H -4.80 0.50 -1.85
H -4.18 -1.53 -0.59
H -1.07 -4.61 -0.54
H -0.65 -3.87 -2.11
H 0.47 -0.92 -1.37
H 3.02 -1.15 3.45
H 1.33 -1.06 2.97
H 1.42 0.05 5.06
H 2.91 0.92 4.68
H -0.06 3.22 4.34
H 0.11 1.93 5.54
H 1.44 3.08 5.28
H 1.96 3.36 2.87
H 1.50 4.11 0.56
H 0.00 4.03 -1.39
H -1.67 2.21 -1.60
H -1.84 0.50 0.16
H -0.35 0.60 2.13
H 3.78 1.71 2.79
H 3.24 2.01 1.12
H -0.77 -2.01 -3.14
*
```



Record 6
Density functional theory data (ωB97M-V/def2-TZVPD) for the molecule C23H25N3O4.

Computed properties:
Total energy (Eh): -1356.712982
Highest occupied orbital energy (eV): -8.339

ORCA input file:
```
! wB97M-V def2-TZVPD RIJCOSX def2/J DEFGRID3
* xyz 0 1
C -7.41 0.45 2.81
C -6.20 0.71 2.35
C -5.92 1.18 0.96
N -5.02 0.27 0.27
C -5.41 -0.47 -0.79
O -6.49 -0.36 -1.32
C -4.34 -1.43 -1.32
C -3.70 -2.27 -0.22
C -2.45 -1.49 0.18
O -1.82 -1.66 1.20
N -2.19 -0.59 -0.81
C -1.10 0.29 -0.87
C -0.73 0.87 -2.08
C 0.33 1.75 -2.14
C 1.05 2.08 -1.00
O 2.09 2.95 -1.18
C 2.78 3.41 -0.04
C 3.67 2.34 0.63
O 3.98 2.43 1.80
N 4.03 1.37 -0.23
C 4.81 0.22 -0.01
C 5.40 -0.05 1.22
C 6.16 -1.20 1.37
C 6.33 -2.10 0.32
C 7.14 -3.34 0.51
C 5.73 -1.81 -0.90
C 4.97 -0.67 -1.06
C 0.69 1.50 0.21
C -0.38 0.62 0.28
C -3.15 -0.66 -1.90
H -7.57 0.11 3.82
H -8.28 0.57 2.20
H -5.33 0.58 2.98
H -6.84 1.22 0.37
H -5.46 2.18 0.98
H -4.13 0.11 0.71
H -4.83 -2.04 -2.08
H -3.38 -3.25 -0.60
H -4.34 -2.45 0.64
H -1.26 0.63 -2.99
H 0.61 2.20 -3.08
H 2.10 3.82 0.72
H 3.43 4.21 -0.39
H 3.67 1.46 -1.18
H 5.28 0.63 2.04
H 6.62 -1.41 2.32
H 8.10 -3.11 0.97
H 6.62 -4.04 1.17
H 7.32 -3.84 -0.44
H 5.85 -2.49 -1.73
H 4.51 -0.46 -2.02
H 1.23 1.71 1.12
H -0.63 0.18 1.22
H -2.72 -1.21 -2.75
H -3.43 0.34 -2.23
*
```